C43H53F6N6O2P3RuSSi2 as an isolated structure, computed with ωB97M-V with the def2-TZVPD basis set.

The gap between HOMO and LUMO (spin up / spin down) comes out at 5.921 / 5.916 eV. Its total energy is -4845.03716 hartree. The HOMO energy (spin up / spin down) is -7.643 / -7.643 eV. The LUMO energy (spin up / spin down) is -1.7 / -1.7 eV.

The geometry in ORCA input format:
```
! RIJCOSX wB97M-V def2-TZVPD def2/J DEFGRID3
* xyz 0 1
Ru -0.547 0.763 0.895
C 3.025 -0.530 -3.390
Si 3.382 -0.855 -1.585
C 4.082 0.703 -0.850
C 4.653 -2.209 -1.470
N 1.884 -1.246 -0.875
P 1.001 -2.040 0.086
C -0.541 -1.031 0.256
P -1.776 -0.879 -1.060
N -1.713 0.668 -1.348
Si -2.782 1.726 -2.219
C -2.219 3.474 -1.920
C -2.618 1.388 -4.038
C -4.566 1.567 -1.739
C -1.445 -1.982 -2.435
C -0.716 -1.457 -3.504
C -0.441 -2.246 -4.613
C -0.887 -3.559 -4.647
C -1.595 -4.094 -3.574
C -1.874 -3.311 -2.466
C -3.407 -1.393 -0.486
C -4.378 -1.726 -1.438
C -5.688 -1.950 -1.043
C -6.039 -1.847 0.298
C -5.080 -1.526 1.247
C -3.765 -1.297 0.860
C 1.609 -2.513 1.706
C 2.957 -2.843 1.793
C 3.484 -3.313 2.985
C 2.659 -3.459 4.091
C 1.310 -3.139 4.010
C 0.780 -2.663 2.816
C 0.617 -3.692 -0.578
C -0.126 -4.613 0.171
C -0.266 -5.919 -0.270
C 0.345 -6.321 -1.455
C 1.077 -5.411 -2.203
C 1.211 -4.095 -1.766
H 3.950 -0.490 -3.983
H 2.508 0.431 -3.516
H 2.386 -1.316 -3.816
H 5.158 0.775 -1.056
H 3.948 0.723 0.241
H 3.605 1.597 -1.273
H 5.396 -2.087 -2.267
H 4.200 -3.202 -1.575
H 5.186 -2.176 -0.513
H -1.459 3.772 -2.656
H -1.799 3.562 -0.921
H -3.051 4.185 -2.007
H -1.584 1.532 -4.376
H -3.259 2.078 -4.603
H -2.919 0.364 -4.291
H -4.684 1.516 -0.648
H -5.017 0.665 -2.163
H -5.128 2.433 -2.107
H -0.377 -0.428 -3.462
H 0.120 -1.838 -5.445
H -0.674 -4.178 -5.510
H -1.930 -5.124 -3.602
H -2.424 -3.729 -1.631
H -4.115 -1.804 -2.486
H -6.437 -2.206 -1.784
H -7.064 -2.026 0.603
H -5.347 -1.458 2.295
H -3.024 -1.055 1.606
H 3.598 -2.720 0.929
H 4.538 -3.558 3.053
H 3.071 -3.811 5.030
H 0.671 -3.230 4.876
H -0.268 -2.372 2.778
H -0.583 -4.312 1.108
H -0.833 -6.631 0.320
H 0.253 -7.349 -1.790
H 1.547 -5.722 -3.130
H 1.784 -3.375 -2.342
N 0.787 1.445 -0.527
H 0.272 1.742 -1.342
H 1.372 0.627 -0.768
H 1.388 2.179 -0.168
C 5.073 5.589 -0.097
C 3.699 5.267 0.438
C 3.450 5.226 1.803
C 2.190 4.901 2.296
C 1.172 4.631 1.402
C 1.385 4.682 0.026
C 2.646 4.999 -0.445
S -0.398 4.110 2.049
C -1.381 5.504 1.545
O -0.923 2.993 1.114
H 5.793 5.718 0.710
H 5.055 6.507 -0.688
H 5.433 4.787 -0.747
H 4.259 5.417 2.499
H 2.019 4.820 3.365
H 0.571 4.472 -0.661
H 2.825 5.038 -1.516
H -0.975 6.391 2.036
H -2.408 5.325 1.868
H -1.324 5.595 0.458
F 1.836 1.893 1.779
P 1.917 1.301 3.314
F 2.895 2.492 3.740
F 0.844 0.146 2.759
F 3.147 0.393 2.852
F 1.906 0.650 4.753
F 0.633 2.214 3.689
N -2.789 2.161 3.245
C -2.353 0.896 3.456
O -1.810 0.236 2.472
C -2.633 0.280 4.664
C -2.407 -1.116 4.847
N -2.284 -2.253 5.014
C -3.207 1.066 5.711
N -3.673 1.781 6.491
H -3.052 2.725 4.036
H -2.500 2.607 2.398
*
```